1.
38
Properties=species:S:1:pos:R:3:forces:R:3:mulliken_charge:R:1 method="wB97M-V/def2-TZVPD" lumo_energy_ev=-1.29 spin_multiplicity=1 e_tot_ev=-18947.6670 orbital_gap_ev=1.599 homo_energy_ha=-0.106 charge=0
C -2.882100 -3.763738 5.528510 0.676 -0.004 -0.580 -0.727
C -2.393655 -4.232332 4.021513 -0.574 -0.515 0.498 -0.377
N -2.220466 -3.080348 3.056481 -0.372 -0.369 0.970 0.011
N -1.134736 -3.339763 2.234948 1.853 1.335 -2.643 -0.796
C -1.032833 -2.241183 1.158832 -0.477 -1.441 2.458 -0.629
C -1.019534 -0.770908 1.886241 0.912 0.936 -0.312 -0.371
C 0.150659 0.255150 1.314275 -1.697 0.147 0.640 0.200
F 1.247535 0.474596 2.320694 -1.856 -0.605 -2.272 -0.359
H -2.992221 -2.593542 5.537071 -0.085 -2.359 0.023 0.255
H -3.862987 -4.345772 5.796901 1.846 1.383 -0.243 0.213
H -2.018879 -4.033125 6.280605 -1.867 0.481 -1.292 0.186
H -3.207720 -4.950635 3.584003 1.568 0.942 0.874 0.219
H -1.377364 -4.814101 4.168527 -2.081 1.382 -0.835 0.268
H -3.054218 -2.926042 2.447777 -0.083 -0.374 0.625 0.150
H -2.018657 -2.316573 0.508704 1.481 0.463 0.534 0.260
H -0.076036 -2.497180 0.534842 -1.826 0.690 1.103 0.291
H -0.819334 -0.842490 3.060761 -0.747 -0.093 -2.681 0.202
H -2.049538 -0.253945 1.632756 1.963 -0.827 0.834 0.128
H 0.532946 -0.175839 0.295492 -0.087 1.025 2.040 0.021
H -0.370730 1.316467 1.195076 1.502 -2.099 0.086 0.133
C 2.297846 3.821271 -3.937940 0.161 0.185 -0.274 -1.451
C 1.141200 2.837087 -4.032607 0.215 0.773 0.432 0.009
C 0.591276 2.417122 -2.661435 -0.014 -1.045 -0.169 -0.781
O 1.482582 1.472048 -2.054979 -0.589 0.868 -0.160 -0.202
C 2.325672 2.031900 -1.047987 0.441 -0.290 0.284 -0.795
N 1.644136 1.596430 -4.707949 -0.105 -0.552 0.214 -0.707
H 3.196229 3.367185 -3.511897 -0.155 0.004 0.070 0.342
H 2.563638 4.195864 -4.932333 -0.018 -0.005 0.105 0.501
H 2.023274 4.682682 -3.321335 -0.012 -0.185 -0.088 0.367
H 0.346968 3.251875 -4.661519 0.055 -0.129 0.131 0.300
H -0.354386 1.887855 -2.812570 0.001 -0.009 0.051 0.399
H 0.378572 3.277628 -2.016645 0.248 -0.058 -0.213 0.403
H 1.856325 2.872738 -0.528036 -0.031 -0.141 -0.117 0.352
H 3.267903 2.349314 -1.497870 0.061 0.164 0.106 0.271
H 2.544419 1.249896 -0.315923 -0.142 0.104 -0.123 0.251
H 2.248396 1.779930 -5.514065 -0.079 0.099 -0.025 0.494
H 0.870757 0.988463 -5.003286 -0.031 -0.011 -0.109 0.584
H 2.175064 1.052018 -4.005633 -0.056 0.128 0.057 0.387

***

2.
49
Properties=species:S:1:pos:R:3:forces:R:3:mulliken_charge:R:1 method="wB97M-V/def2-TZVPD" lumo_energy_ev="2.56 / -0.29" de_lowest_ev=0.670 spin_multiplicity=6 e_tot_ev=-249235.2391 orbital_gap_ev="7.320 / 5.543" homo_energy_ha="-0.175 / -0.215" charge=-1 s_squared=8.772
Pd 0.765933 -1.309431 -0.374034 -0.667 -0.453 0.046 0.854
C 4.739102 3.091597 0.449922 -0.007 0.000 0.017 -1.072
C 3.346065 3.575551 0.109048 0.050 0.059 0.004 -0.218
O 2.338519 2.691334 0.621059 -0.081 -0.185 0.027 -0.374
P 1.904451 1.290913 -0.008539 0.197 0.419 -0.584 1.211
S 2.969111 -0.423059 0.545768 -0.065 -0.034 -0.039 -0.189
S 0.036677 1.057018 -0.713490 0.271 0.118 0.190 -0.649
O 2.793950 1.470108 -1.385310 -0.049 0.027 0.129 -0.191
C 2.715859 0.591686 -2.522611 -0.082 -0.083 -0.021 -0.216
C 3.412556 1.270499 -3.679217 0.003 0.021 0.050 -1.496
H 5.471422 3.846110 0.155098 0.000 -0.001 -0.006 0.399
H 4.967482 2.164030 -0.073549 -0.014 0.009 0.008 0.260
H 4.829446 2.921831 1.523473 0.002 -0.004 -0.010 0.300
H 3.221651 3.702854 -0.964174 -0.014 -0.012 -0.003 0.270
H 3.138982 4.526610 0.602274 -0.015 -0.036 -0.010 0.350
H 1.668217 0.389791 -2.756593 0.074 0.016 0.036 0.352
H 3.186362 -0.365281 -2.283691 -0.036 0.037 -0.005 0.297
H 2.909254 2.204588 -3.933880 0.013 0.003 -0.003 0.318
H 3.394918 0.616187 -4.551738 -0.004 -0.004 0.013 0.425
H 4.452381 1.489970 -3.430764 -0.004 0.002 -0.014 0.306
O 1.337399 0.962497 1.935013 0.017 0.041 0.180 -0.397
N 0.208169 0.357660 2.188215 -0.073 -0.039 -0.147 0.094
O -0.107275 -0.826378 1.936473 0.178 0.039 0.161 -0.337
C -5.514236 0.117129 1.159276 0.075 -0.011 0.014 -1.307
Ge -3.553324 -0.117108 1.285915 -0.035 -0.006 0.099 0.524
C -2.816895 1.681444 1.512884 -0.030 -0.052 -0.020 -0.856
C -3.245199 -1.259847 2.848895 0.050 0.014 -0.035 -1.116
C -3.125697 -0.919328 -0.470138 -0.136 -0.013 0.023 -1.097
Se -1.732975 -2.215317 -0.909303 0.259 -0.002 -0.098 0.173
C -1.976187 -3.448919 0.561256 -0.028 0.069 0.065 -0.831
H -5.894826 0.652894 2.031288 0.012 -0.007 -0.004 0.368
H -6.018697 -0.849621 1.105932 0.014 -0.003 0.003 0.362
H -5.781085 0.687688 0.267543 0.017 0.005 0.003 0.376
H -3.227471 2.121508 2.424203 -0.001 -0.013 0.005 0.340
H -3.118021 2.303837 0.668167 -0.004 -0.002 -0.005 0.330
H -1.731347 1.687262 1.569034 -0.026 -0.041 0.006 0.141
H -3.680146 -0.771498 3.723404 0.002 0.015 -0.003 0.396
H -2.184462 -1.433055 3.032860 -0.106 0.069 -0.043 0.290
H -3.742592 -2.221487 2.715558 -0.002 0.010 0.003 0.340
H -2.992803 -0.096894 -1.177430 0.099 -0.009 0.010 0.411
H -4.044264 -1.426480 -0.780677 -0.003 0.048 0.016 0.549
H -3.033337 -3.703161 0.629600 0.017 -0.020 0.016 0.361
H -1.620899 -2.996558 1.482576 -0.004 -0.036 -0.024 0.131
H -1.380311 -4.319376 0.304634 0.039 0.001 -0.060 0.392
O -0.063752 -4.574196 -1.710966 -0.226 -0.166 -0.042 -0.717
Se 1.365077 -3.849390 -1.506948 -0.199 0.162 -0.057 1.275
O 2.623641 -4.687892 -2.024363 0.400 -0.148 -0.085 -0.696
O 1.296609 -2.310497 -2.217367 0.180 0.129 -0.018 -0.682
O 1.492566 -3.347833 0.085437 -0.059 0.069 0.211 -0.756

***

3.
36
Properties=species:S:1:pos:R:3:forces:R:3:mulliken_charge:R:1 method="wB97M-V/def2-TZVPD" lumo_energy_ev="-2.74 / -9.32" de_lowest_ev=0.000 spin_multiplicity=2 e_tot_ev=-15854.0404 orbital_gap_ev="9.188 / 2.608" homo_energy_ha="-0.438 / -0.438" charge=+1 s_squared=0.754
C -0.552604 0.303994 -0.712676 1.210 0.202 -0.870 -1.320
C -0.408174 1.840434 -0.798816 0.700 -1.986 1.232 0.641
C -1.463404 2.458044 -1.534896 -2.867 1.105 -1.877 -1.604
O -0.481934 2.323824 0.554164 1.556 0.811 0.762 -0.555
H -0.353884 -0.129096 -1.693006 -0.771 -0.001 -0.274 0.413
H -1.518874 0.018234 -0.297036 -0.080 0.013 -0.281 0.384
H 0.231796 -0.210436 -0.157536 0.070 0.467 0.622 0.350
H 0.504526 2.209274 -1.266816 0.607 -0.443 0.563 0.290
H -1.348594 3.535744 -1.651036 0.173 -0.011 0.031 0.386
H -2.432294 2.309434 -1.058186 -0.132 -0.078 0.201 0.355
H -1.598324 2.027904 -2.527306 0.253 0.025 -0.124 0.394
H -1.255234 1.937924 0.972114 -0.158 -0.101 0.042 0.310
C 3.179406 3.111304 3.545464 0.410 0.219 0.007 -1.399
C 1.885256 3.095864 2.763114 2.151 -0.612 -0.346 0.625
C 1.284826 4.470794 2.364814 0.002 0.762 0.121 -1.093
O 2.167766 2.422574 1.548584 0.380 0.628 1.857 -0.143
H 3.183436 3.796184 4.393414 -0.304 -0.063 -0.065 0.388
H 3.995776 3.404594 2.885444 -0.016 0.166 -0.069 0.386
H 3.448476 2.117324 3.902834 -0.239 -0.046 0.057 0.373
H 1.154616 2.515444 3.326484 -0.972 -0.278 -0.085 0.270
H 2.110526 4.931344 1.822404 -0.394 0.253 -0.293 0.370
H 1.118236 5.055774 3.269334 0.169 -0.329 0.301 0.351
H 0.327266 4.460994 1.844164 0.338 -0.340 -0.308 0.390
H 1.331556 2.406974 1.077304 -2.092 -0.375 -1.209 0.439
C -1.595324 -6.209746 -1.309256 0.470 0.017 -0.121 -1.251
C -1.623854 -4.694096 -1.810646 0.016 -2.286 1.332 0.404
C -0.328284 -4.030246 -2.053936 2.292 0.875 0.488 -1.238
O -2.389684 -4.716086 -2.970376 -1.087 0.786 -0.513 -0.549
H -1.161994 -6.899616 -2.033416 0.602 0.423 -0.523 0.338
H -2.565114 -6.700016 -1.224096 -0.524 0.885 0.190 0.351
H -1.072794 -6.461806 -0.386476 0.147 0.592 0.173 0.349
H -2.029634 -4.089916 -0.999216 -1.159 -0.074 -0.363 0.218
H 0.404176 -4.597756 -2.627996 -0.111 -0.021 -0.223 0.328
H 0.177296 -3.713116 -1.141846 0.149 -0.921 0.703 0.362
H -0.377304 -3.005126 -2.421116 -0.802 -0.192 -1.023 0.321
H -1.947644 -5.296906 -3.593956 0.013 -0.072 -0.112 0.368

***

4.
41
Properties=species:S:1:pos:R:3:forces:R:3:mulliken_charge:R:1 method="wB97M-V/def2-TZVPD" lumo_energy_ev=-14.06 de_lowest_ev=2.196 spin_multiplicity=1 e_tot_ev=-63256.1326 orbital_gap_ev=5.466 homo_energy_ha=-0.717 charge=+3
C 3.713342 -0.988231 0.525133 1.675 -0.537 0.546 -1.108
C 2.478256 -0.253221 0.503594 -3.076 -0.324 -0.550 0.764
H 4.441651 -0.819883 1.254607 1.004 0.927 1.407 0.438
H 4.114497 -0.909411 -0.494988 0.434 0.237 0.593 0.410
H 3.388430 -2.051299 0.531419 0.723 0.768 0.683 0.384
O 1.595897 0.461760 0.850106 2.847 -1.463 -0.647 -0.376
Cl 2.047381 -1.629356 -1.017306 -3.726 0.267 -1.805 -0.365
Sn -1.613343 -0.346603 -0.820946 1.381 1.477 1.147 0.956
P 0.415289 1.380293 -2.010168 -0.285 1.816 -1.793 0.650
C 0.313946 3.144606 -1.463212 -0.499 -0.743 1.036 -1.089
C 2.181600 1.275172 -2.522251 0.292 -1.334 0.961 -1.223
H 2.332058 1.921843 -3.393965 -0.463 0.030 0.078 0.508
H 0.109167 2.046850 -4.294147 -0.128 -0.028 0.046 0.455
H 2.422503 0.232653 -2.767794 0.067 0.427 -0.136 0.413
H -0.490988 0.384637 -3.999111 0.048 0.255 -0.174 0.455
H 0.869642 3.260577 -0.521230 -0.204 0.120 -0.294 0.322
H 2.847868 1.613534 -1.715747 -0.273 -0.081 -0.169 0.373
C -0.448377 1.407794 -3.603558 -0.308 -0.675 0.150 -1.215
H 0.785775 3.764214 -2.239695 -0.065 -0.374 -0.023 0.494
H -1.472257 1.773341 -3.472075 0.127 0.052 -0.104 0.433
H -0.735374 3.439298 -1.327019 0.351 0.020 -0.018 0.335
P -0.834720 -1.925944 1.371585 -1.352 -1.883 0.983 0.719
C -1.473719 -1.267285 2.943259 0.244 1.191 -0.582 -1.114
C -2.053603 -3.204673 0.909457 0.077 0.264 -0.497 -1.307
H 1.098492 -3.408876 1.053618 -0.202 0.038 0.411 0.363
H 0.204292 -3.738297 2.595568 -0.250 0.365 -0.271 0.512
H 1.331932 -2.341758 2.484828 -0.339 -0.230 -0.223 0.377
C 0.603391 -2.956371 1.927909 0.976 0.858 -0.997 -1.136
H -1.825844 -3.577212 -0.099537 -0.073 -0.133 0.280 0.464
H -1.988974 -4.032974 1.626593 -0.123 0.182 -0.150 0.445
H -1.622128 -2.123028 3.607101 -0.005 -0.088 -0.118 0.485
H -2.413180 -0.732503 2.773213 0.074 -0.154 0.193 0.325
H -3.061206 -2.767695 0.902789 0.125 -0.192 0.086 0.446
H -0.742937 -0.574761 3.383379 -0.236 -0.199 -0.026 0.358
Cl -3.874182 -0.080383 -1.433902 1.755 -0.268 0.486 -0.144
C -2.493733 2.337883 1.309925 -0.273 -0.008 -0.427 -0.764
O -1.215638 1.614418 1.003779 -0.520 0.718 0.412 -0.254
H -2.934744 2.789703 0.377998 0.674 -0.405 0.850 0.278
H -2.240064 3.123552 2.031127 -0.400 -0.214 -0.212 0.388
H -3.249612 1.634903 1.731931 0.769 0.439 -0.179 0.272
H -0.510786 2.122733 1.497729 -0.842 -1.118 -0.955 0.270

***

5.
46
Properties=species:S:1:pos:R:3:forces:R:3:mulliken_charge:R:1 method="wB97M-V/def2-TZVPD" lumo_energy_ev=-11.90 spin_multiplicity=1 e_tot_ev=-55471.9272 orbital_gap_ev=2.259 homo_energy_ha=-0.520 charge=+2
N 5.719493 -0.871142 -0.332912 -0.735 0.702 0.643 -0.638
C 5.396741 0.133758 0.382912 0.031 -0.054 0.342 -0.072
C 4.107447 0.271312 1.236486 -0.199 0.546 0.066 -0.594
Si 2.485764 0.109021 0.246173 0.864 -1.670 1.475 0.252
C 2.119092 -1.795160 0.095080 0.303 0.437 -1.057 -0.449
O 1.008649 -2.170508 0.943847 -0.687 -0.036 -0.818 -0.470
C -0.182353 -2.053434 0.250882 -0.020 -0.168 -0.056 0.217
O -0.345026 -3.030442 -0.740303 -0.307 0.243 0.553 -0.359
C -1.621237 -2.906730 -1.349076 -0.055 -0.076 -0.858 -0.319
C -1.691183 -1.735656 -2.406373 -0.198 0.386 0.834 -0.158
O -0.381730 -1.340830 -2.802493 -0.571 -0.334 0.350 -0.460
O 1.237774 0.784751 1.207777 -0.275 1.001 -1.946 -0.278
Si 0.401656 2.119000 0.551015 0.130 -0.982 1.874 0.426
C -1.310648 1.524783 -0.110125 -0.320 0.698 1.264 -1.141
C -2.032978 0.848004 1.109579 0.619 -0.949 -1.456 0.226
O -2.005553 1.650232 2.299338 -0.346 -1.689 1.549 -0.554
C -3.463326 0.348048 0.815830 -0.004 0.911 -1.371 0.231
N -4.508655 1.366516 0.879257 0.493 -0.987 0.835 -0.479
P 1.480411 3.376100 -0.913265 -1.172 0.153 -4.504 0.262
O 0.834856 3.059622 -2.282374 0.659 0.010 2.219 -0.634
H 4.967854 -1.565694 -0.256528 0.295 -0.189 -0.198 0.258
H 6.116798 0.976634 0.440194 -0.496 -0.449 -0.103 0.363
H 4.060000 1.251144 1.772752 0.294 -0.595 -0.417 0.339
H 4.048084 -0.497190 2.047110 0.205 0.403 -0.649 0.333
H 2.561148 0.604901 -1.129122 -0.235 0.532 -0.100 -0.022
H 3.008083 -2.416038 0.333970 -0.696 0.345 0.168 0.405
H 1.884805 -2.010258 -0.979756 0.070 -0.030 0.851 0.372
H -1.015258 -2.182548 1.010690 0.131 -0.044 0.069 0.088
H -0.339130 -1.050772 -0.223199 0.343 -0.329 0.285 -0.093
H -2.370599 -2.771104 -0.525717 0.158 0.002 -0.698 0.166
H -1.869807 -3.842426 -1.887927 0.485 0.348 0.615 0.343
H -2.160520 -0.859272 -1.887148 -0.086 -0.445 -0.530 -0.042
H -2.325968 -2.043310 -3.268498 0.395 0.221 0.603 0.433
H -0.488603 -0.564083 -3.361450 0.209 -0.008 -0.223 0.320
H 0.074908 2.997761 1.698275 -0.028 -0.061 -0.074 -0.213
H -1.882044 2.460467 -0.321590 0.356 -0.651 -0.313 0.668
H -1.227955 0.846689 -0.980880 -0.235 0.429 0.454 0.161
H -1.426477 -0.079086 1.339887 -0.178 0.458 -0.184 0.289
H -2.889636 1.764789 2.682098 -0.445 1.337 -0.834 0.515
H -3.488412 -0.153431 -0.179627 0.344 -0.222 0.855 0.397
H -3.646411 -0.483398 1.586484 -0.762 -0.298 -0.153 -0.260
H -4.876182 1.575268 -0.046385 0.068 0.047 0.179 0.309
H -5.278742 1.021871 1.446697 -0.128 0.424 -0.257 0.252
H 1.177278 4.748581 -0.634390 0.676 -0.459 0.601 0.144
H 2.880874 3.136647 -1.000499 -0.175 0.401 0.773 0.123
Mg -2.743284 -0.553386 3.243300 1.227 0.690 -0.658 1.340

***

Question: Which value of charge does entry 5 give?
Answer: +2